Record 1
Molecular formula: CH13O5S
Method: DFT, ωB97M-V/def2-TZVPD

XYZ file:
```
20
CH13O5S, DFT ωB97M-V/def2-TZVPD
C 1.2155 0.7379 1.1139
S 2.5722 1.2130 -0.1336
H 0.4931 0.1272 0.3943
H 1.6231 0.2209 1.9597
H 0.8507 1.6626 1.5352
H 0.8059 -0.2993 -2.6293
H 1.5618 -0.1388 -1.3466
O 1.0245 -0.8129 -1.9499
H 0.1395 -2.8708 -1.4205
H 0.7618 -2.0073 -0.4228
O 0.0256 -2.6402 -0.5683
H -0.9929 -1.8373 1.0228
H -1.2126 -0.4939 1.5433
O -0.7405 -1.2760 1.8024
H -1.8879 0.4962 -0.5360
H -3.0636 -0.1089 0.1517
O -2.2618 -0.2897 -0.2715
H 0.0061 2.9076 -0.7369
H -0.2098 2.5079 0.5720
O -0.7105 2.9018 -0.0799
```

Energy relative to the best compared isomer or geometry (same formula, charge and spin) ... 2.544 eV
Highest occupied orbital energy ... -0.122 Ha
E ... -820.27688 a.u.
LUMO ... 3.32 eV
Total charge ... -1

Mulliken population analysis, charges in e, atoms 1 to 5: atom 1 (C): -0.58, atom 2 (S): -0.64, atom 3 (H): -0.21, atom 4 (H): 0.30, atom 5 (H): 0.37

***

Record 2
Molecular formula: C10H16O
Method: DFT, ωB97M-V/def2-TZVPD

XYZ file:
```
27
C10H16O, DFT ωB97M-V/def2-TZVPD
C -1.1446 0.4321 1.8473
C -2.0151 1.2807 0.9086
C -1.8146 -0.3066 2.9948
H -0.2891 0.9586 2.2513
H -0.7683 -0.3923 1.2084
H -1.3848 2.0949 0.5515
H -2.4933 0.9069 0.0088
H -1.0313 -0.7549 3.6124
H -2.4410 -1.1416 2.6742
H -2.8676 1.6297 1.5277
H -2.3643 0.3320 3.7062
C 3.5438 0.2791 -1.1878
C 1.6956 -1.4438 -1.4806
C 2.1030 -0.1072 -1.5489
C 0.3796 -1.6939 -1.2629
C -0.6103 -0.6908 -1.3340
C 1.1708 0.8935 -1.7915
C -0.2111 0.5402 -1.7922
O -1.9422 -0.8745 -1.1055
H 2.4820 -2.1196 -1.1083
H 0.0436 -2.6264 -0.8503
H 4.1952 -0.5206 -1.5597
H 3.6106 0.4146 -0.1095
H 1.4589 1.9307 -1.9125
H -2.1180 -1.6001 -0.5109
H -0.9012 1.2992 -2.1185
H 3.7135 1.2800 -1.6180
```

SMILES ... Cc1ccc(O)cc1.CCC
Energy relative to the best compared isomer or geometry (same formula, charge and spin) ... 1.808 eV
Highest occupied orbital energy ... -0.308 Ha
E ... -465.83135 a.u.
LUMO ... 0.78 eV

Mulliken population analysis, charges in e, atoms 1 to 5: atom 1 (C): 0.15, atom 2 (C): -0.95, atom 3 (C): -1.31, atom 4 (H): 0.38, atom 5 (H): -0.04